1.
{
  "formula": "C27H42ClCoFN4O5Si2Te",
  "method": "ωB97M-V/def2-TZVPD",
  "species": ["C", "C", "H", "H", "C", "H", "C", "C", "Co", "Si", "Cl", "H", "C", "C", "C", "H", "C", "H", "C", "H", "H", "H", "O", "H", "N", "O", "C", "H", "N", "H", "H", "H", "C", "Te", "H", "C", "C", "H", "C", "H", "H", "H", "H", "H", "C", "C", "H", "H", "C", "C", "H", "C", "H", "O", "H", "H", "H", "H", "F", "N", "H", "H", "H", "H", "C", "H", "H", "C", "H", "H", "H", "H", "O", "H", "O", "C", "C", "H", "H", "Si", "C", "C", "C", "N"],
  "xyz": [[2.52846, 2.72964, -5.54591], [1.17109, 0.53511, -1.88895], [6.44859, -3.52757, -4.30352], [1.75840, -0.92926, 2.75510], [-3.41109, 2.39554, 5.30080], [1.16843, 1.06513, -5.88431], [0.16361, 2.66269, -3.24178], [4.64539, -3.00411, -3.21503], [-1.54265, 2.22316, 0.98281], [0.56019, -0.77918, 4.92936], [-5.97433, -0.79772, -0.67660], [-2.98279, -0.74712, 4.49156], [2.62112, -3.46105, -4.49981], [-3.52406, 0.39872, -0.21009], [1.20439, 2.01154, -5.34015], [-5.67978, 0.00653, 5.72105], [2.23118, -0.29193, -3.88931], [2.51427, 3.69882, -5.04919], [5.40526, -3.83556, -4.27216], [-0.94017, 1.24109, 4.84796], [-5.20250, 1.38809, -1.12465], [5.36622, -3.92383, -6.33049], [0.20073, 1.33324, 0.06951], [4.26788, -3.61496, -2.40479], [3.46787, -2.37503, -3.90374], [-3.21416, -0.61696, 0.41104], [-0.58273, -2.25197, 5.17953], [-2.98087, 1.80599, 6.11386], [4.79337, -3.59006, -5.56902], [-2.60986, 2.95885, 4.81863], [2.10483, -2.35916, 3.72761], [3.40871, -5.22015, -5.48861], [-0.79739, 3.27437, 2.41553], [-1.53092, 0.10883, 2.47581], [2.91239, -0.82881, 4.08062], [-3.30289, -0.20260, 3.60148], [-4.74374, 0.40457, -1.13171], [2.71304, 2.89147, -6.60750], [-4.78899, 2.30250, 2.55059], [-6.47450, 0.05852, 4.14654], [1.38150, -0.67383, -0.13581], [1.70085, -3.00486, -4.85585], [2.50283, -0.19606, -4.93150], [3.90257, -1.90489, -4.70620], [-5.89982, 0.64594, 4.86473], [-1.04913, 3.77459, -1.42726], [1.93484, 0.57699, 6.50410], [3.36162, 2.15661, -5.13631], [2.69392, -1.37938, -3.16135], [3.44222, -4.13208, -5.62276], [-1.11809, -2.51791, 4.26513], [-0.32909, 0.66106, 4.16059], [5.37758, -4.89509, -3.98746], [-2.93353, 1.52468, -0.21562], [2.38058, -4.13877, -3.68132], [0.47048, -0.00770, 7.28391], [0.00134, -3.12139, 5.48927], [-5.49032, 3.09298, 2.82859], [2.79592, -2.62903, -1.15159], [-0.44015, 3.86280, 3.34517], [-1.32089, -2.05890, 5.96016], [-6.53628, 1.46124, 5.21345], [-3.89356, -0.87671, 2.98303], [5.23759, -2.18963, -2.79957], [1.96763, -1.27853, 3.76771], [-4.09762, 3.11660, 5.74970], [3.00932, -3.89769, -6.59421], [-0.16318, 2.60849, -1.93152], [-0.21732, 3.50665, -3.80572], [-4.42000, 0.16902, -2.14409], [-3.92539, 2.78236, 2.08822], [-5.27840, 1.67386, 1.80336], [-1.46518, 3.72580, -0.24013], [0.37656, 2.60735, -5.72066], [-1.25878, 4.65817, -2.25176], [0.36028, 1.52412, -1.14062], [1.44028, 0.67917, -3.26152], [1.83739, -1.09874, 7.05566], [0.39469, 1.37343, 3.75506], [-4.32741, 1.31480, 4.07298], [2.38653, -1.53100, -1.81612], [1.27273, -0.28486, 6.59746], [1.63846, -0.57636, -1.18166], [0.92441, 1.75935, -3.92977]],
  "forces_ev_per_angstrom": [[0.014, -0.009, -0.026], [0.113, -0.267, 0.141], [-0.018, -0.010, -0.005], [-0.031, -0.015, -0.067], [-0.047, -0.080, -0.077], [-0.001, 0.024, 0.017], [-0.014, -0.012, -0.075], [0.056, 0.112, 0.060], [-0.398, 0.260, 0.351], [0.068, -0.126, 0.039], [-0.055, -0.034, -0.011], [-0.014, -0.044, 0.011], [-0.028, -0.088, 0.068], [-0.080, 0.023, 0.050], [0.000, -0.039, -0.054], [0.025, -0.022, 0.037], [0.163, -0.213, 0.285], [-0.006, 0.013, 0.011], [0.088, -0.085, 0.051], [-0.071, 0.017, 0.070], [-0.001, -0.016, 0.010], [-0.011, 0.005, 0.000], [0.017, 0.134, -0.441], [0.031, 0.021, 0.016], [0.050, -0.048, -0.008], [-0.043, 0.015, 0.049], [0.072, 0.017, 0.017], [0.003, -0.014, 0.016], [0.026, 0.030, -0.053], [0.067, -0.008, -0.027], [0.016, -0.062, 0.024], [0.021, 0.038, -0.001], [0.072, -0.245, -0.242], [0.363, 0.008, -0.140], [-0.008, 0.020, 0.008], [-0.074, 0.194, 0.016], [0.006, -0.016, -0.055], [-0.002, 0.006, -0.018], [-0.039, -0.056, 0.129], [-0.013, -0.027, -0.025], [-0.035, 0.026, 0.066], [0.036, -0.011, -0.023], [0.017, -0.035, -0.047], [-0.109, 0.016, -0.067], [0.079, 0.044, -0.049], [0.025, -0.213, 0.049], [0.026, 0.025, -0.031], [0.009, -0.011, 0.005], [-0.061, 0.361, -0.220], [-0.054, -0.082, -0.027], [0.033, 0.013, -0.004], [0.045, 0.142, -0.037], [-0.011, 0.033, -0.028], [0.297, -0.135, -0.204], [-0.038, 0.012, -0.050], [-0.021, 0.005, 0.026], [-0.004, -0.041, 0.025], [-0.006, 0.022, 0.003], [0.004, -0.064, 0.030], [0.057, 0.116, 0.083], [-0.033, 0.024, 0.020], [-0.018, 0.034, 0.008], [-0.073, -0.060, -0.046], [0.003, -0.051, -0.028], [-0.068, 0.065, 0.053], [-0.033, 0.022, -0.013], [0.006, -0.022, 0.013], [-0.024, -0.018, 0.222], [-0.006, 0.004, -0.006], [0.000, 0.038, -0.005], [0.009, 0.003, -0.011], [0.019, -0.017, -0.025], [0.010, 0.036, 0.127], [0.039, 0.027, 0.002], [0.004, 0.126, -0.123], [-0.159, 0.013, 0.321], [0.074, -0.056, 0.115], [0.026, -0.041, 0.003], [-0.027, -0.011, 0.049], [0.034, 0.011, -0.039], [-0.184, 0.122, -0.078], [-0.074, -0.027, -0.068], [-0.033, 0.155, -0.229], [-0.091, 0.000, 0.084]],
  "lowdin_spin": [0.000, 0.002, 0.000, 0.000, 0.000, 0.000, -0.001, 0.000, 1.002, -0.001, 0.000, 0.000, 0.000, 0.001, 0.000, 0.000, 0.000, 0.000, 0.000, 0.000, 0.000, 0.000, 0.028, 0.000, 0.000, 0.000, -0.001, 0.000, 0.000, 0.000, 0.000, 0.000, -0.015, -0.023, 0.000, -0.003, 0.000, 0.000, 0.006, 0.000, 0.000, 0.000, 0.000, 0.000, 0.000, 0.000, 0.000, 0.000, 0.000, 0.000, -0.001, -0.002, 0.000, 0.002, 0.000, 0.000, 0.000, 0.000, 0.000, -0.002, 0.000, 0.000, 0.000, 0.000, 0.000, 0.000, 0.000, 0.001, 0.000, 0.000, 0.005, 0.000, 0.001, 0.000, -0.001, 0.002, 0.000, 0.000, 0.000, 0.000, 0.000, 0.000, 0.000, 0.000],
  "s_squared": 0.76,
  "e_homo_ev": [-7.241, -7.233],
  "lumo_energy_ev": [-1.166, -1.165],
  "energy_ev": -120795.23690,
  "spin_multiplicity": 2,
  "de_lowest_kcal_mol": 0.00,
  "total_charge": 0,
  "gap_ha": [0.2233, 0.2230]
}

---

2.
{
  "formula": "C41H39N5O2Re",
  "method": "ωB97M-V/def2-TZVPD",
  "species": ["H", "H", "C", "O", "C", "C", "C", "H", "C", "C", "H", "H", "C", "H", "H", "C", "N", "C", "C", "Re", "C", "C", "H", "H", "H", "C", "H", "H", "C", "H", "C", "C", "C", "O", "C", "N", "H", "C", "H", "H", "H", "H", "H", "C", "H", "C", "C", "H", "C", "H", "C", "H", "C", "H", "N", "H", "C", "H", "C", "H", "C", "H", "H", "C", "H", "H", "C", "C", "N", "H", "C", "H", "C", "C", "H", "H", "C", "C", "C", "H", "H", "C", "C", "H", "H", "C", "N", "C"],
  "xyz": [[-1.59763, -2.73733, -3.80823], [-4.37335, 0.38743, -4.07923], [-1.34614, -3.54669, -3.13585], [1.90930, 6.17315, -0.97623], [2.83691, -0.03950, 1.54479], [-0.65765, -1.50555, 3.48760], [5.82901, 0.73260, -1.98132], [-0.66816, -3.21545, 2.19063], [0.44796, 0.20411, 1.30381], [1.06376, 2.27980, -1.66471], [2.06138, -1.99987, -2.34940], [-0.14109, 6.54824, -1.00487], [1.75044, 2.07809, 1.98721], [-0.40249, -6.42645, -0.71288], [-2.08883, -5.08670, -4.41813], [1.54886, -2.63213, 4.67965], [-0.77170, -0.39009, 0.83277], [-5.03384, -0.16213, -2.11365], [0.64046, 6.02325, -1.56397], [-0.26676, -0.27994, -1.00561], [3.45216, 1.49433, -1.73053], [1.60432, -0.59523, 1.24662], [-0.80379, 1.16886, 4.36362], [6.97255, 2.26136, -1.55059], [-1.10572, 2.44700, 2.79790], [-3.30939, -0.51919, -0.49639], [-0.05911, 0.81675, 5.92324], [0.61982, 6.40384, -2.59372], [-2.73387, 0.13184, -2.72934], [-3.78329, -1.29302, 1.35266], [1.35908, 3.62502, -1.59609], [0.95754, -3.27242, 3.59831], [1.01823, -1.44786, 5.16906], [6.05082, 2.00492, -1.43311], [-4.67899, -0.49585, -0.81747], [-1.81578, -0.95222, 2.83870], [-6.72108, -0.74174, -0.23271], [-0.10025, -0.85541, 4.58812], [1.83537, 3.11697, 2.28166], [-1.82325, 4.76019, -1.72211], [3.83152, 2.48451, -1.52922], [1.50243, -1.65362, 1.03772], [-1.54258, 2.03972, 1.14236], [3.84867, -0.80763, -2.26165], [-5.64087, -1.86908, 0.55237], [2.90172, 1.29404, 1.91911], [-5.72950, -0.83600, 0.20178], [2.37728, 3.97790, -1.54038], [0.32498, 4.55822, -1.61446], [-5.69204, -0.16782, 1.06582], [-0.39897, -4.31036, -1.01477], [0.07761, -4.08517, -0.06888], [4.35565, 0.46468, -1.98803], [-2.20820, 2.32638, -1.74971], [-2.99881, -0.90932, 0.84013], [6.33064, -0.05537, -1.40626], [-0.15722, -2.70876, 3.00277], [2.41164, -3.07076, 5.16224], [-0.73936, -3.26456, -1.89636], [6.18688, 0.65738, -3.01628], [-0.73354, 2.41105, 1.77227], [-1.99397, 0.37164, -3.48608], [-1.48495, -6.90926, -2.87323], [-1.27780, -5.88398, -2.59763], [-0.50992, 3.43590, 1.47872], [4.50661, -1.63520, -2.49029], [2.48994, -1.01840, -2.20255], [2.10089, 1.23199, -1.76965], [-0.20593, 1.82402, -1.69910], [-2.68637, -0.93717, 3.35645], [-0.98028, 4.08287, -1.69468], [3.85648, 1.73694, 2.17246], [-1.86571, -0.77519, 1.52086], [-1.20486, 2.72376, -1.71909], [1.34400, -4.21926, 3.24613], [3.72921, -0.64971, 1.51575], [-0.47126, -1.93794, -1.52232], [0.49963, 1.56148, 1.68829], [-1.61832, -4.85659, -3.47245], [-1.67528, 0.22920, 5.57333], [1.47293, -0.97423, 6.02957], [-2.32448, -0.20096, -1.43621], [-4.07308, 0.14397, -3.06917], [-6.08148, -0.14210, -2.38285], [2.20487, 7.08662, -1.05842], [-0.66645, -5.61341, -1.37489], [1.62164, -0.02141, -1.95111], [-0.68983, 0.40807, 5.13739]],
  "forces_ev_per_angstrom": [[-0.007, 0.010, -0.006], [0.000, 0.003, -0.008], [0.012, 0.017, 0.020], [0.026, -0.027, -0.015], [0.043, 0.016, 0.006], [0.240, -0.118, 0.173], [0.099, -0.065, -0.022], [-0.007, 0.012, -0.014], [-0.069, -0.001, 0.142], [0.287, 0.223, -0.054], [0.019, -0.012, 0.000], [0.005, -0.021, 0.007], [-0.042, -0.010, -0.004], [0.000, 0.003, 0.007], [0.000, 0.006, -0.007], [0.000, -0.005, -0.008], [0.259, 0.009, -0.135], [0.002, -0.003, 0.029], [-0.022, 0.068, -0.015], [-0.138, 0.340, 0.163], [-0.004, -0.109, -0.184], [-0.039, -0.030, -0.049], [-0.006, -0.045, 0.052], [-0.017, -0.018, -0.001], [-0.007, 0.026, -0.042], [0.091, -0.021, -0.131], [-0.007, 0.008, 0.006], [-0.041, -0.002, 0.006], [0.014, 0.039, -0.021], [0.028, 0.018, 0.014], [-0.013, -0.114, -0.014], [0.029, -0.028, -0.004], [-0.004, -0.001, -0.016], [-0.028, 0.050, 0.009], [0.082, 0.018, -0.060], [-0.167, 0.049, 0.018], [-0.008, 0.001, 0.010], [0.002, -0.095, -0.148], [-0.018, 0.011, -0.003], [-0.016, -0.001, 0.001], [0.003, 0.009, -0.035], [0.004, 0.039, -0.010], [-0.006, 0.006, -0.016], [-0.055, 0.096, 0.019], [-0.008, -0.011, 0.008], [0.004, -0.031, -0.012], [-0.035, -0.012, 0.025], [0.011, 0.006, -0.004], [0.016, -0.019, 0.033], [-0.009, 0.004, 0.013], [-0.019, 0.010, 0.008], [0.008, 0.011, 0.005], [-0.089, -0.038, 0.046], [-0.005, 0.005, 0.005], [0.045, -0.036, 0.121], [-0.017, -0.004, -0.022], [-0.051, 0.034, 0.102], [0.003, -0.008, 0.002], [-0.076, 0.013, -0.215], [0.002, -0.012, 0.007], [-0.008, 0.049, -0.004], [0.000, -0.008, -0.003], [-0.008, -0.013, -0.002], [0.016, 0.041, 0.009], [-0.014, 0.009, -0.001], [0.000, -0.019, -0.004], [0.145, -0.060, -0.037], [0.100, 0.181, 0.007], [-0.104, -0.172, -0.055], [-0.004, -0.039, -0.045], [0.043, -0.015, -0.037], [0.006, -0.005, -0.003], [-0.259, -0.010, 0.018], [-0.134, 0.038, 0.029], [0.007, -0.007, -0.003], [0.004, 0.000, 0.008], [0.102, -0.257, 0.018], [-0.017, 0.011, -0.022], [-0.013, 0.001, -0.040], [-0.010, 0.017, 0.008], [0.002, 0.008, 0.007], [-0.069, 0.012, 0.005], [0.000, 0.006, -0.004], [-0.011, -0.007, 0.007], [-0.011, 0.006, 0.001], [0.012, -0.020, 0.027], [-0.056, -0.073, 0.292], [-0.019, 0.060, 0.041]],
  "mulliken_charge": [0.553, 0.502, -0.219, -0.514, -1.317, 0.400, -0.654, 0.633, 0.257, 0.250, 0.397, 0.384, -0.707, 0.475, 0.456, -0.879, 0.017, -0.822, -0.677, -0.007, -0.248, -0.134, 0.090, 0.333, 0.208, 1.497, 0.443, 0.368, -0.254, 0.366, -0.551, -0.670, -0.838, -0.496, 1.152, -0.022, 0.418, 0.740, 0.613, 0.530, 0.750, 0.759, 0.214, -0.928, 0.424, -1.068, -1.743, 0.706, 0.129, 0.374, -0.180, 0.553, 0.074, 0.312, -0.010, 0.362, -0.439, 0.459, 0.845, 0.391, -1.464, 0.610, 0.447, -0.367, 0.480, 0.540, -0.416, 0.367, 0.086, 0.353, -1.159, 0.531, 0.204, -0.282, 0.484, 0.692, 0.957, 0.825, -0.965, 0.339, 0.469, -1.460, -0.981, 0.436, 0.333, -0.921, -0.018, -1.177],
  "e_homo_ev": -16.170,
  "lumo_energy_ev": -9.956,
  "energy_ev": -56801.91270,
  "spin_multiplicity": 1,
  "total_charge": 3,
  "gap_ha": 0.2284
}

---

Looking at max |F| for the records above, in order, we have 0.6; 0.4 eV/A.